{"formula": "C4H5NO", "method": "ωB97M-V/def2-TZVPD", "species": ["N", "C", "C", "C", "C", "O", "H", "H", "H", "H", "H"], "xyz": [[1.9423, -0.1893, 0.2878], [0.6053, -0.2001, -0.0182], [-0.3949, 0.7400, 0.1847], [-1.6499, 0.0083, -0.3160], [-1.3235, -1.2877, -0.7293], [0.0922, -1.3261, -0.5084], [2.4912, -0.8772, -0.2132], [2.3811, 0.7203, 0.3351], [-0.2984, 1.7861, 0.4448], [-2.6200, 0.4857, -0.3904], [-1.2253, 0.1400, 0.9231]], "forces_ev_per_a": [[-0.0520, 0.0369, -0.2525], [-0.3982, -0.0432, 0.0923], [0.2372, -0.0747, -0.0811], [-0.1937, -0.2186, -0.3463], [0.2310, 0.6415, 0.3128], [0.0576, 0.2660, 0.1718], [-0.1320, 0.0964, 0.1001], [-0.1325, -0.1753, 0.0134], [0.0136, -0.2239, -0.0566], [0.2129, -0.1333, 0.0448], [0.1559, -0.1717, 0.0013]], "max_force_ev_per_a": 0.75, "charge": 0, "total_energy_ha": -285.2512, "orbital_gap_ha": 0.3226, "e_above_lowest_ev": 4.446}

=====

{"formula": "C7H25NO5", "method": "ωB97M-V/def2-TZVPD", "species": ["C", "C", "C", "C", "C", "C", "C", "N", "H", "H", "H", "H", "H", "H", "H", "H", "H", "H", "H", "H", "H", "H", "H", "H", "H", "O", "H", "H", "O", "H", "H", "O", "H", "H", "O", "H", "H", "O"], "xyz": [[0.7195, 3.0215, 2.0115], [-0.3446, 1.8205, 2.1040], [-0.4016, 1.0343, 0.7330], [0.8681, 0.2641, 0.3722], [0.2700, 0.8162, -3.4254], [0.9843, 0.7908, -2.0803], [0.6113, -0.0096, -1.0826], [-1.6587, 2.0807, 2.5683], [0.0317, 3.8374, 1.6995], [1.5688, 2.6976, 1.4057], [1.0795, 3.4240, 2.9459], [0.0849, 1.1465, 2.8789], [-0.5530, 1.8245, -0.0309], [-1.2152, 0.3127, 0.9438], [1.1783, -0.6202, 0.9179], [1.7402, 0.9347, 0.5267], [0.9675, 0.6481, -4.2192], [-0.5930, 0.1358, -3.4774], [-0.2143, 1.7844, -3.5823], [1.8171, 1.5220, -2.0603], [-0.1876, -0.6982, -1.3494], [-2.2610, 2.5276, 1.8631], [-1.7532, 2.8020, 3.2906], [-3.9312, -0.6799, -1.5680], [-3.5328, -0.7468, -0.1724], [-3.1357, -0.8504, -1.0485], [3.0811, 1.3813, 3.0773], [2.1864, 0.8140, 2.0391], [2.6472, 0.5468, 2.8566], [0.2407, -2.3582, 1.3554], [-1.2892, -2.6917, 1.4936], [-0.6207, -2.3012, 0.9261], [-0.8664, -2.8932, -0.7327], [-1.9188, -2.0720, -1.3274], [-1.2991, -2.7800, -1.6042], [1.1019, -3.2339, -2.0354], [1.7595, -2.6621, -3.2935], [1.9592, -3.0804, -2.4490]], "forces_ev_per_a": [[-2.7306, -0.3276, 0.0302], [3.2117, -1.0426, 0.5351], [-0.1416, 0.6984, 2.9025], [0.7131, 0.7566, -0.9449], [-0.6121, -0.0943, 0.9484], [0.0529, 0.1177, -0.8545], [0.3689, 0.7212, -0.8970], [-2.2157, 1.7685, -0.1064], [1.1291, -0.0499, -0.9772], [-0.3400, 0.7934, -0.3466], [0.1796, -0.5111, 0.6879], [-0.1529, 0.0281, -0.5687], [-0.4493, -0.8927, 0.1642], [0.0834, 0.5401, -0.9996], [-0.7320, -0.1398, 0.3908], [-0.3584, -0.1095, -0.9276], [0.2480, -0.1631, -0.7251], [0.5658, -0.2886, 0.0679], [0.3850, 0.2477, 0.0196], [-0.5414, -0.3767, 0.6202], [0.0873, -0.0782, 0.4377], [0.4372, -0.5693, -0.2634], [0.7320, -0.5916, 0.2252], [0.3017, -0.1355, -0.6230], [0.5948, -0.0832, 0.2514], [-1.1429, 0.5554, 0.4982], [0.1380, -0.2479, 0.3405], [0.2347, -0.5677, 0.6539], [-0.0526, 0.6846, -0.4914], [-0.2777, -0.1370, 0.2184], [0.2021, -0.1374, 0.2919], [0.0741, 0.0901, 0.0948], [-0.0237, -0.2091, -0.6418], [0.0881, -0.4141, -0.7520], [0.0432, 0.1345, 0.7622], [-0.1241, 0.1440, -0.2166], [-0.1009, -0.0145, 0.1711], [0.1248, -0.0988, 0.0238]], "smiles": "C/C=C/CC[C@@H](C)N.O.O.O.O.O", "max_force_ev_per_a": 3.42, "charge": 0, "total_energy_ha": -712.5831, "orbital_gap_ha": 0.3297, "e_above_lowest_ev": 2.269}

=====

{"formula": "C22H17N3O2", "method": "ωB97M-V/def2-TZVPD", "species": ["C", "H", "O", "C", "C", "C", "C", "C", "C", "H", "H", "C", "N", "C", "C", "C", "N", "N", "C", "C", "C", "C", "C", "C", "C", "C", "C", "C", "C", "H", "H", "H", "H", "H", "H", "H", "O", "H", "H", "H", "H", "H", "H", "H"], "xyz": [[-6.3483, 0.5128, -2.0964], [-7.1275, 1.1740, -2.4722], [-6.0356, 0.9880, -0.8086], [-5.0916, 0.3321, -0.0838], [-4.3750, -0.7772, -0.5199], [-3.4371, -1.3670, 0.3111], [-3.1999, -0.8746, 1.5845], [-3.9171, 0.2384, 2.0149], [-4.8497, 0.8358, 1.1965], [-5.4134, 1.6947, 1.5244], [-3.7502, 0.6344, 3.0071], [-2.1518, -1.4910, 2.4772], [-0.9406, -0.6871, 2.5281], [0.0076, -0.7485, 1.5686], [0.3692, -1.7124, 0.6357], [-0.2473, -2.9271, 0.3316], [-0.7670, -3.9208, 0.0792], [1.5007, -1.2726, -0.0051], [1.7989, -0.1251, 0.5092], [2.8996, 0.7625, 0.2121], [2.9549, 1.9683, 0.8869], [3.9894, 2.8788, 0.6653], [4.9782, 2.5879, -0.2333], [4.9663, 1.3708, -0.9450], [5.9868, 1.0655, -1.8707], [5.9795, -0.1137, -2.5598], [4.9466, -1.0380, -2.3499], [3.9411, -0.7731, -1.4602], [3.9182, 0.4336, -0.7325], [3.1478, -1.4841, -1.3008], [4.9486, -1.9684, -2.8983], [6.7651, -0.3401, -3.2659], [6.7769, 1.7875, -2.0215], [5.7840, 3.2856, -0.4112], [3.9989, 3.8110, 1.2106], [2.1821, 2.2114, 1.6004], [0.9000, 0.2540, 1.4878], [-1.0446, 0.2274, 2.9465], [-1.8825, -2.4864, 2.1222], [-2.5229, -1.5692, 3.5030], [-2.8916, -2.2306, -0.0390], [-4.5357, -1.1938, -1.5012], [-6.7288, -0.5130, -2.0638], [-5.4820, 0.5591, -2.7638]], "forces_ev_per_a": [[-0.0446, -0.0807, -0.2135], [0.0583, -0.0774, -0.0181], [0.0995, 0.0817, 0.3096], [0.1228, -0.0687, 0.1164], [-0.2719, 0.1778, -0.2583], [0.0604, 0.0406, 0.2711], [0.0606, -0.1920, -0.0349], [-0.0463, -0.0871, -0.1422], [-0.0854, 0.0628, -0.1270], [-0.0772, 0.1028, 0.0415], [-0.0098, 0.0610, 0.1340], [-0.2136, -0.0290, -0.1403], [0.4843, 0.5712, 0.2141], [-0.0436, -0.9237, -0.3576], [-0.2515, 1.2868, 0.9133], [-0.2010, -0.4364, -0.1218], [-0.1710, -0.2801, -0.0413], [0.5617, 0.6386, -0.0678], [-0.3698, -1.0750, -0.4177], [0.1952, 0.7994, 0.3308], [-0.1983, -0.4649, -0.1356], [0.3543, 0.1606, -0.1667], [-0.1632, 0.1299, 0.1966], [-0.2029, -0.1663, 0.0432], [0.0866, -0.1186, -0.1333], [0.1579, 0.2263, 0.0168], [-0.1910, -0.0284, 0.1220], [0.0792, -0.3165, -0.2393], [0.1419, 0.2030, 0.0203], [0.0861, -0.0339, -0.0848], [-0.0367, -0.0842, -0.0229], [0.0702, 0.0165, -0.0428], [0.0711, 0.0564, -0.0192], [0.0699, 0.0672, -0.0119], [0.0244, 0.0673, 0.0212], [-0.0339, 0.0046, 0.0287], [-0.1777, -0.0490, 0.1427], [0.0388, -0.0717, -0.0472], [-0.1090, 0.0380, 0.1673], [0.0658, -0.0997, -0.1196], [0.0549, -0.1166, -0.0477], [-0.0454, -0.0101, -0.1053], [0.0288, 0.0337, -0.0040], [-0.0290, -0.0162, 0.0311]], "smiles": "COc1ccc(CNc2oc(-c3cccc4ccccc34)nc2C#N)cc1", "max_force_ev_per_a": 1.60, "charge": 0, "total_energy_ha": -1163.2955, "orbital_gap_ha": 0.2832, "e_above_lowest_ev": 1.517}

=====

{"formula": "C4H11NO", "method": "ωB97M-V/def2-TZVPD", "species": ["C", "C", "O", "H", "H", "H", "H", "H", "H", "N", "C", "C", "H", "H", "H", "H", "H"], "xyz": [[-1.3222, -0.6270, 0.0667], [-1.2999, -1.5599, -1.1338], [-0.9408, -1.2612, 1.2797], [-1.4584, -2.0658, 1.4049], [-2.3262, -0.1945, 0.1806], [0.4053, 0.1556, -0.3356], [-1.6295, -1.0300, -2.0273], [-0.2866, -1.9251, -1.3075], [-1.9514, -2.4262, -0.9853], [1.8265, 0.6950, 1.3412], [1.2668, 1.0255, 0.1249], [1.4996, 2.1211, -0.5986], [2.2598, 1.4497, 1.8569], [1.2924, 0.0426, 1.8955], [-0.5555, 0.4388, 0.0857], [2.1302, 2.9333, -0.2561], [1.0901, 2.2280, -1.5920]], "forces_ev_per_a": [[-0.1938, 2.5621, 0.7914], [0.6402, 0.5525, 0.0899], [0.2634, -0.1304, 0.0283], [0.0579, 0.0995, -0.0791], [-0.0175, -0.1594, -0.0385], [4.7850, 2.5982, 1.0104], [-0.0460, -0.0217, -0.0322], [0.0409, -0.0884, -0.0664], [0.0009, 0.1404, 0.1163], [-0.2022, -0.1360, 0.0028], [-1.1718, -1.9619, -1.7235], [-0.0336, 0.0205, -0.0719], [-0.1412, -0.1410, -0.0130], [0.0847, 0.0990, 0.0630], [-4.0009, -3.3461, -0.2298], [0.0631, -0.0380, 0.1231], [-0.1288, -0.0494, 0.0290]], "smiles": "C=CN.CCO", "max_force_ev_per_a": 5.54, "charge": 0, "total_energy_ha": -288.8773, "orbital_gap_ha": 0.3285, "e_above_lowest_ev": 3.802}

=====

{"formula": "C2H22Li4O19S2", "method": "ωB97M-V/def2-TZVPD", "species": ["Li", "Li", "Li", "Li", "S", "O", "O", "O", "O", "S", "O", "O", "O", "O", "O", "C", "C", "O", "H", "H", "H", "H", "O", "H", "H", "O", "H", "H", "O", "H", "H", "O", "H", "H", "O", "H", "H", "O", "H", "H", "O", "H", "H", "O", "H", "H", "O", "H", "H"], "xyz": [[-0.8018, -1.8530, 1.6062], [1.8483, 2.3824, 0.6464], [1.2345, 0.3340, 3.0694], [-0.6845, 2.3236, -0.5189], [0.5303, -0.4132, -0.0122], [0.8824, -0.6377, 1.3987], [1.4325, -1.1682, -0.8399], [-0.8671, -0.9322, -0.0665], [0.5792, 0.9843, -0.2346], [-1.8218, 0.1265, 3.6862], [-0.6050, 0.8810, 3.2457], [-1.6978, -1.2047, 3.1772], [-1.9543, 0.2233, 5.1464], [-2.9594, 0.7267, 3.0463], [-1.4592, 3.0899, 1.2691], [-0.9595, 4.4291, 1.1383], [0.0746, 4.8145, -0.1092], [0.9794, 3.8543, -0.6728], [-0.3887, 4.8010, 1.9891], [-1.8594, 5.0433, 1.1699], [0.6267, 5.7348, 0.0812], [-0.5533, 4.9491, -0.9900], [1.8881, 2.2731, -3.0325], [2.6289, 1.7919, -2.6640], [1.4177, 2.6102, -2.2701], [-1.9145, -1.4506, -2.3127], [-1.5566, -1.4107, -1.4258], [-2.5337, -0.7218, -2.3545], [-2.8966, 0.9273, -0.4410], [-2.3684, 0.1597, -0.2219], [-3.5344, 0.6059, -1.0782], [3.6370, 0.2085, -1.0414], [4.1056, -0.3514, -1.6604], [2.8424, -0.2810, -0.8290], [3.2328, -2.7912, -0.1678], [3.4085, -2.7534, 0.7723], [2.4434, -2.2629, -0.2859], [2.4195, -0.9897, -3.3031], [1.7334, -0.4877, -3.7429], [2.0756, -1.1469, -2.4237], [0.3415, -3.5611, 1.6762], [-0.1795, -4.3606, 1.7508], [1.1429, -3.7505, 2.1642], [-0.4001, -4.0081, -2.3323], [0.2825, -3.7741, -1.7034], [-0.8600, -3.1864, -2.5041], [-2.6286, -3.0870, 0.7711], [-3.4733, -2.7719, 1.0926], [-2.8301, -3.9183, 0.3416]], "forces_ev_per_a": [[-0.6236, 0.2436, 0.8577], [-1.4327, 0.7938, -1.3645], [-2.2368, -0.1042, -0.3732], [-0.5878, 0.9024, 1.3023], [-2.8958, -1.7775, 3.5096], [1.8327, -0.5096, 1.3414], [0.1296, -0.8371, -1.5751], [0.8418, -0.0273, -0.7156], [0.8587, 3.0109, -1.4718], [-1.1272, 4.5428, 1.0526], [2.5161, -0.1088, 0.4554], [1.2159, -5.0850, -1.1116], [0.6003, -0.9125, 0.4567], [-1.5390, 0.5414, -0.5947], [2.3663, 1.9131, -1.9070], [0.4001, -2.0606, -0.5041], [-1.3364, -1.3698, -0.9695], [0.2397, -1.5690, 2.1216], [0.4898, -0.2510, 1.0285], [-0.0538, 1.0077, -0.8023], [-0.0874, 0.4283, 0.4395], [-0.7727, 0.9659, -0.0811], [0.1047, -0.2622, -0.8491], [0.1933, -0.3523, 0.2056], [-0.3033, 0.7550, 0.7093], [-0.6384, -0.5901, -1.6311], [0.4618, 0.2063, 0.9502], [0.0462, 0.1121, -0.1144], [-0.1610, 0.6047, -0.6460], [0.3939, -0.3312, 0.6474], [-0.3085, 0.0291, -0.0625], [1.1064, 1.2106, 0.4562], [-0.0165, -0.1184, -0.1971], [-0.2912, -0.2892, -0.0909], [1.1504, -1.1257, 0.2856], [0.0978, 0.0547, 0.1287], [-0.6426, 0.3341, -0.1219], [0.5997, -0.3085, -0.9639], [-0.1451, 0.2702, -0.0163], [-0.4164, -0.0297, 0.1938], [-0.0793, -0.0453, -0.1566], [-0.3170, -0.1441, -0.0225], [0.2073, 0.1966, 0.0654], [0.0310, -0.6621, -0.0159], [0.2471, 0.1641, 0.1600], [-0.3459, 0.5229, -0.1280], [0.2533, -0.2281, 0.0426], [-0.1125, 0.4272, 0.3720], [0.0871, -0.1382, -0.2954]], "max_force_ev_per_a": 5.35, "charge": -2, "total_energy_ha": -2345.7620, "orbital_gap_ha": 0.1377, "e_above_lowest_ev": 0.000}

=====

{"formula": "C9H19N3O", "method": "ωB97M-V/def2-TZVPD", "species": ["C", "C", "C", "C", "C", "C", "C", "C", "C", "N", "N", "N", "O", "H", "H", "H", "H", "H", "H", "H", "H", "H", "H", "H", "H", "H", "H", "H", "H", "H", "H", "H"], "xyz": [[0.1962, -2.6023, -1.0785], [-0.6708, -1.4834, -0.6495], [-0.0101, -3.9477, -1.0276], [1.4341, -0.4571, -1.0870], [-0.9179, 3.1158, 1.0976], [-0.9371, 0.7444, 1.9337], [1.1875, 1.7761, 1.2497], [-0.4997, 1.0344, -0.4767], [-0.2958, 1.7027, 0.9181], [0.0236, -0.3252, -0.6557], [-1.9666, -1.6636, -0.3524], [1.4864, -1.9373, -1.4603], [1.7625, 0.3498, -2.0824], [1.0238, -4.4990, -1.1984], [-0.9353, -4.5240, -0.8497], [2.2757, -0.3552, -0.3784], [-0.2781, 3.8318, 0.5265], [-1.8000, 3.2842, 0.6631], [-1.0176, 3.3973, 2.1304], [-0.5519, -0.3492, 1.8604], [-0.6596, 0.9995, 2.9853], [-2.0102, 0.7566, 1.9565], [1.6068, 0.8093, 1.5595], [1.2546, 2.5078, 2.1137], [1.6075, 2.2246, 0.4383], [-0.1059, 1.8534, -1.1735], [-1.5710, 0.8599, -0.8512], [-2.4466, -2.5749, -0.2266], [-2.2552, -0.8898, 0.2711], [2.3188, -2.3288, -1.0492], [1.6056, -2.0577, -2.4643], [1.1461, 0.7476, -2.6424]], "forces_ev_per_a": [[-0.7291, -1.0717, 0.7780], [-0.2258, -0.5281, -0.5941], [3.3450, 1.0034, -0.6214], [-0.3215, -0.0572, 0.2160], [3.9992, -0.3757, -0.7545], [1.1563, -1.3519, 1.4619], [-1.6332, 0.1331, 2.8835], [-2.2160, 2.0416, -1.0038], [-1.3537, -1.7783, 1.5116], [0.7787, -0.5243, 0.0832], [1.4156, 1.5719, 1.0733], [-0.8188, -1.1128, -0.5280], [2.6681, -0.5474, 0.6060], [-2.6454, 0.4689, 0.1327], [0.6465, 0.6083, 0.0811], [-1.0437, 0.1681, 0.5443], [-0.0816, -0.2300, 0.8499], [-3.8999, -0.0319, -1.6702], [0.4004, -0.0098, 0.4500], [-0.6047, 1.5977, -0.1166], [-0.0642, 0.0549, -0.7920], [-0.7430, -0.0507, -0.3382], [0.1031, 0.3290, -0.2431], [0.2919, -1.0523, -0.8951], [2.0960, 1.1092, -2.1709], [-0.0051, -1.8391, 0.1913], [1.0595, 0.9363, 1.0371], [0.7839, 0.8669, -0.3163], [-0.7092, -0.7194, -0.4990], [0.3901, -0.5877, 0.4838], [0.1102, 0.2926, -0.4567], [-2.1498, 0.6864, -1.3841]], "smiles": "C=C1[NH2+][C@@H](O)N(CC(C)(C)C)C1=[NH2+]", "max_force_ev_per_a": 4.24, "charge": 2, "total_energy_ha": -593.1451, "orbital_gap_ha": 0.3286, "e_above_lowest_ev": 0.000}

=====

Q: The lowest charge belongs to which entry?
A: C2H22Li4O19S2

=====

Copy entry 6 word for word.
{"formula": "C9H19N3O", "method": "ωB97M-V/def2-TZVPD", "species": ["C", "C", "C", "C", "C", "C", "C", "C", "C", "N", "N", "N", "O", "H", "H", "H", "H", "H", "H", "H", "H", "H", "H", "H", "H", "H", "H", "H", "H", "H", "H", "H"], "xyz": [[0.1962, -2.6023, -1.0785], [-0.6708, -1.4834, -0.6495], [-0.0101, -3.9477, -1.0276], [1.4341, -0.4571, -1.0870], [-0.9179, 3.1158, 1.0976], [-0.9371, 0.7444, 1.9337], [1.1875, 1.7761, 1.2497], [-0.4997, 1.0344, -0.4767], [-0.2958, 1.7027, 0.9181], [0.0236, -0.3252, -0.6557], [-1.9666, -1.6636, -0.3524], [1.4864, -1.9373, -1.4603], [1.7625, 0.3498, -2.0824], [1.0238, -4.4990, -1.1984], [-0.9353, -4.5240, -0.8497], [2.2757, -0.3552, -0.3784], [-0.2781, 3.8318, 0.5265], [-1.8000, 3.2842, 0.6631], [-1.0176, 3.3973, 2.1304], [-0.5519, -0.3492, 1.8604], [-0.6596, 0.9995, 2.9853], [-2.0102, 0.7566, 1.9565], [1.6068, 0.8093, 1.5595], [1.2546, 2.5078, 2.1137], [1.6075, 2.2246, 0.4383], [-0.1059, 1.8534, -1.1735], [-1.5710, 0.8599, -0.8512], [-2.4466, -2.5749, -0.2266], [-2.2552, -0.8898, 0.2711], [2.3188, -2.3288, -1.0492], [1.6056, -2.0577, -2.4643], [1.1461, 0.7476, -2.6424]], "forces_ev_per_a": [[-0.7291, -1.0717, 0.7780], [-0.2258, -0.5281, -0.5941], [3.3450, 1.0034, -0.6214], [-0.3215, -0.0572, 0.2160], [3.9992, -0.3757, -0.7545], [1.1563, -1.3519, 1.4619], [-1.6332, 0.1331, 2.8835], [-2.2160, 2.0416, -1.0038], [-1.3537, -1.7783, 1.5116], [0.7787, -0.5243, 0.0832], [1.4156, 1.5719, 1.0733], [-0.8188, -1.1128, -0.5280], [2.6681, -0.5474, 0.6060], [-2.6454, 0.4689, 0.1327], [0.6465, 0.6083, 0.0811], [-1.0437, 0.1681, 0.5443], [-0.0816, -0.2300, 0.8499], [-3.8999, -0.0319, -1.6702], [0.4004, -0.0098, 0.4500], [-0.6047, 1.5977, -0.1166], [-0.0642, 0.0549, -0.7920], [-0.7430, -0.0507, -0.3382], [0.1031, 0.3290, -0.2431], [0.2919, -1.0523, -0.8951], [2.0960, 1.1092, -2.1709], [-0.0051, -1.8391, 0.1913], [1.0595, 0.9363, 1.0371], [0.7839, 0.8669, -0.3163], [-0.7092, -0.7194, -0.4990], [0.3901, -0.5877, 0.4838], [0.1102, 0.2926, -0.4567], [-2.1498, 0.6864, -1.3841]], "smiles": "C=C1[NH2+][C@@H](O)N(CC(C)(C)C)C1=[NH2+]", "max_force_ev_per_a": 4.24, "charge": 2, "total_energy_ha": -593.1451, "orbital_gap_ha": 0.3286, "e_above_lowest_ev": 0.000}

=====

Q: Which formula does entry 2 have?
A: C7H25NO5

=====

Q: Number 4 is which compound?
A: C4H11NO